Entry 1:
Below is a cluster of 2 separate species, CH5OP in total, with properties calculated with wB97M-V/def2-TZVPD.

Computed properties:
Spin multiplicity ... 1
ΔE to the lowest compared entry with this formula, charge and spin ... 60.6 kcal per mole
Gap between HOMO and LUMO ... 0.392 Eh

Last column: Löwdin charge in e.
Geometry (Å):
C 0.31108 0.20230 -0.11067  -0.68
O 0.97157 0.25972 1.11648  -0.17
P -0.96564 -1.08196 0.06645  0.76
H -0.04802 1.19835 -0.62939  0.09
H 1.17023 -0.50937 -1.06248  0.15
H 1.88092 0.52045 1.06375  0.07
H -1.66186 -0.09752 0.68331  -0.15
H -1.65828 -0.49196 -1.12745  -0.07

Entry 2:
Below is the molecule CH5OPS, with properties calculated with wB97M-V/def2-TZVPD.

Computed properties:
Spin multiplicity ... 1
ΔE to the lowest compared entry with this formula, charge and spin ... 26.8 kcal per mole
Gap between HOMO and LUMO ... 0.370 Eh
Structure (SMILES) ... COPS

Last column: Löwdin charge in e.
Geometry (Å):
C -0.35854 1.00154 -0.58160  -0.17
O 0.34075 -0.16684 -0.93805  -0.56
P 1.16621 -1.03331 0.15086  0.58
S -0.44641 -2.23834 1.12919  0.25
H -0.92042 0.92061 0.21944  0.01
H -0.96080 1.25804 -1.49218  0.12
H 0.26677 1.81902 -0.31934  0.07
H 1.43331 -2.04665 -0.74767  -0.11
H -0.92957 -2.57410 -0.12436  -0.19

Entry 3:
Below is a structure of composition CH5OPS, with properties calculated with wB97M-V/def2-TZVPD.

Computed properties:
Spin multiplicity ... 1
ΔE to the lowest compared entry with this formula, charge and spin ... 48.7 kcal per mole
Gap between HOMO and LUMO ... 0.324 Eh

Last column: Löwdin charge in e.
Geometry (Å):
C -1.06676 0.30155 1.31629  -0.43
O 2.19461 0.06010 -2.13960  -0.63
P 0.74062 0.08896 -2.27204  0.60
S 0.33076 -0.60993 0.43141  0.56
H -1.86252 0.62774 0.56991  0.04
H -0.55614 1.20608 1.90052  0.07
H -1.51978 -0.50541 2.04424  0.05
H 0.37902 -1.29844 -2.73904  -0.12
H 1.36020 0.12934 0.88829  -0.12

Entry 4:
Below is a cluster of 2 separate species, CH5OPS in total, with properties calculated with wB97M-V/def2-TZVPD.

Computed properties:
Spin multiplicity ... 1
ΔE to the lowest compared entry with this formula, charge and spin ... 61.7 kcal per mole
Gap between HOMO and LUMO ... 0.303 Eh
Structure (SMILES) ... O=P.CS

Last column: Löwdin charge in e.
Geometry (Å):
O 3.25201 -4.26157 0.01601  -0.57
P 1.93500 -4.28423 -0.53309  0.73
H 2.08031 -3.95793 -1.91997  -0.16
C -1.46379 2.59065 0.63257  -0.40
S -0.72592 0.85136 0.71563  0.54
H -1.27668 2.89716 1.57698  -0.03
H -2.43829 2.47905 0.47727  -0.04
H -0.97688 2.99916 -0.30798  0.06
H -0.38576 0.68636 -0.65743  -0.13

Entry 5:
Below is a cluster of 2 separate species, CH5OS2 in total, with properties calculated with wB97M-V/def2-TZVPD.

Computed properties:
Spin multiplicity ... 1
ΔE to the lowest compared entry with this formula, charge and spin ... 30.9 kcal per mole
Gap between HOMO and LUMO ... 0.214 Eh
Net charge ... -1

Last column: Löwdin charge in e.
Geometry (Å):
O -0.22302 0.06690 -0.92309  -0.54
H -0.71184 0.17419 -0.06220  0.01
C 1.98337 -1.81218 -0.78496  -0.41
S 0.26805 -1.42634 -1.50446  0.70
S -1.16172 2.31210 2.17958  -0.32
H 2.40258 -2.86753 -1.06590  0.06
H 2.72548 -0.96880 -0.90145  0.04
H 1.70248 -1.88735 0.29050  0.01
H -1.93620 1.71530 3.03171  -0.55

Entry 6:
Below is a structure of composition CH5P3, with properties calculated with wB97M-V/def2-TZVPD.

Computed properties:
Spin multiplicity ... 1
ΔE to the lowest compared entry with this formula, charge and spin ... 52.8 kcal per mole
Gap between HOMO and LUMO ... 0.284 Eh

Last column: Löwdin charge in e.
Geometry (Å):
C -0.33754 -1.89083 1.23293  -0.19
P -0.12168 -0.82555 -0.95449  0.32
P -0.28537 1.00483 -0.18328  0.00
P 0.23677 2.28485 -1.90544  0.30
H -0.42974 -1.30401 2.08813  -0.04
H -1.31514 -2.33952 1.00472  -0.02
H 0.57199 -2.43329 1.08061  -0.04
H 0.15385 3.50800 -1.05110  -0.15
H 1.52686 1.99553 -1.31208  -0.18

Entry 7:
Below is a cluster of 2 separate species, CH5PS2 in total, with properties calculated with wB97M-V/def2-TZVPD.

Computed properties:
Spin multiplicity ... 1
ΔE to the lowest compared entry with this formula, charge and spin ... 95.3 kcal per mole
Gap between HOMO and LUMO (alpha / beta) ... 0.250 / 0.255 Eh

Last column: Löwdin charge in e.
Geometry (Å):
C 2.00080 -0.33807 -0.04809  -0.62
P -2.65025 0.92654 0.18516  0.29
S 2.12428 1.11737 0.99291  0.50
S -1.23286 -0.47850 0.67416  0.13
H 2.87716 -0.98600 0.09121  0.01
H 2.21877 -0.11919 -1.18759  0.08
H 0.97258 -0.68955 0.17796  -0.15
H -2.53695 0.73427 -1.25728  -0.15
H -3.77354 -0.16687 0.37156  -0.08

Entry 8:
Below is the molecule CH5PS2, with properties calculated with wB97M-V/def2-TZVPD.

Computed properties:
Spin multiplicity ... 1
ΔE to the lowest compared entry with this formula, charge and spin ... 35.7 kcal per mole
Gap between HOMO and LUMO ... 0.313 Eh
Structure (SMILES) ... CPSS

Last column: Löwdin charge in e.
Geometry (Å):
C -1.79505 0.09116 0.18487  -0.36
P -0.18695 0.64471 -0.63605  0.46
S 1.06043 -0.91506 0.10392  0.00
S 2.80460 -0.04852 -0.69258  0.20
H -2.09510 -0.68784 -0.44930  0.00
H -2.41925 0.87347 0.26595  -0.02
H -1.31126 -0.46599 1.00197  0.00
H 0.26168 1.49246 0.47075  -0.08
H 3.68089 -0.98439 -0.24953  -0.19

Entry 9:
Below is a cluster of 2 separate species, CH5S3 in total, with properties calculated with wB97M-V/def2-TZVPD.

Computed properties:
Spin multiplicity ... 1
ΔE to the lowest compared entry with this formula, charge and spin ... 1.8 kcal per mole
Gap between HOMO and LUMO ... 0.234 Eh
Net charge ... -1

Last column: Löwdin charge in e.
Geometry (Å):
S -2.59270 0.16240 0.22644  0.23
H -3.02963 0.33053 -1.02257  -0.29
C 2.12813 -1.55244 -0.09436  -0.55
S 1.30595 -0.21916 0.82192  0.15
S 0.56678 0.99998 -0.66783  -0.16
H 1.68618 -1.61160 -1.08015  -0.01
H 1.99762 -2.49358 0.44049  0.00
H 3.20545 -1.38014 -0.18567  0.01
H -1.21197 0.50958 -0.13346  -0.38

Entry 10:
Below is a cluster of 2 separate species, CH5S3 in total, with properties calculated with wB97M-V/def2-TZVPD.

Computed properties:
Spin multiplicity ... 1
ΔE to the lowest compared entry with this formula, charge and spin ... 22.5 kcal per mole
Gap between HOMO and LUMO ... 0.221 Eh
Net charge ... -1

Last column: Löwdin charge in e.
Geometry (Å):
C -2.02047 -0.25592 1.03180  -0.71
S -0.27557 -0.31093 0.54994  0.16
H -2.52681 -1.14010 0.58671  -0.02
H -2.16173 -0.30162 2.14128  -0.01
H -2.40064 0.69401 0.57603  -0.01
S 3.16302 -0.07192 -2.15299  0.12
S 2.01336 1.47799 -1.24788  0.08
H 3.08838 -0.80507 -1.02260  -0.22
H 1.12046 0.71356 -0.46228  -0.39